[1]
# C4H7N

The molecule C4H7N at a distorted geometry (the ωB97M-V functional and the def2-TZVPD basis, the Open Molecules 2025 dataset).

Last column: natural (NBO) charge in e.
Atoms and positions in Å:
1 C -0.1081 1.4382 0.1220  -0.59
2 C -0.4754 -0.0354 -0.1198  -0.32
3 C 0.7006 -0.9331 -0.6175  -0.60
4 C -0.8642 -0.7674 1.1013  0.28
5 N -0.8743 -1.5528 1.9533  -0.34
6 H 0.1293 1.9352 -0.8266  0.22
7 H -0.9358 1.9902 0.5787  0.22
8 H 0.7641 1.5255 0.7757  0.22
9 H -1.3076 -0.0589 -0.8359  0.24
10 H 1.6103 -0.3666 -0.8336  0.22
11 H 0.9566 -1.6348 0.1799  0.24
12 H 0.4046 -1.5399 -1.4775  0.22

ΔE to the lowest compared entry with this formula, charge and spin: 9.08 kcal/mol
Kohn-Sham gap: 12.27 eV
Maximum force: 1.290 eV/A


[2]
# C9H26N3O3SSe2V

A structure of composition C9H26N3O3SSe2V (the ωB97M-V functional and the def2-TZVPD basis, the Open Molecules 2025 dataset).

Last column: Mulliken spin population.
Atoms and positions in Å:
1 V -0.3116 0.2125 -0.0968  2.07
2 N 0.0709 2.3820 -0.1320  -0.02
3 C 1.4907 2.7685 -0.3114  0.01
4 C 2.3272 1.7808 0.4625  -0.01
5 N 1.9664 0.4079 0.0139  0.01
6 C 2.5973 0.0555 -1.3027  0.01
7 C 1.5187 -0.1376 -2.3426  -0.01
8 N 0.4764 -0.9821 -1.7089  -0.01
9 H -0.5173 2.7747 -0.8714  0.00
10 H -0.2854 2.7849 0.7323  0.01
11 H 1.6720 3.7902 0.0205  0.00
12 H 1.7207 2.7318 -1.3766  0.00
13 H 2.1082 1.8559 1.5297  0.00
14 H 3.3957 1.9623 0.3362  0.00
15 H 2.3295 -0.2426 0.7024  -0.01
16 H 3.1710 -0.8630 -1.1721  0.00
17 H 3.3000 0.8320 -1.6029  0.00
18 H 1.8917 -0.5889 -3.2616  0.00
19 H 1.0472 0.8099 -2.6170  0.01
20 H 0.8558 -1.8989 -1.4835  0.01
21 H -0.3058 -1.1378 -2.3463  0.00
22 C 1.3356 -0.5965 3.1614  0.01
23 Se -0.2001 0.3808 2.4838  -0.04
24 C -1.6000 -0.8481 3.0383  0.01
25 C -1.3772 -2.2383 2.4869  0.00
26 Se -1.2451 -2.2617 0.5502  -0.04
27 C -3.1538 -2.2977 0.1726  0.01
28 H 1.1120 -0.8344 4.1990  0.00
29 H 2.1953 0.0688 3.1378  0.00
30 H 1.5308 -1.5046 2.5967  0.00
31 H -2.5251 -0.3948 2.6846  0.00
32 H -1.6076 -0.8293 4.1285  0.00
33 H -2.2029 -2.9012 2.7461  0.00
34 H -0.4702 -2.6977 2.8741  0.00
35 H -3.5348 -3.2100 0.6231  0.00
36 H -3.2719 -2.3240 -0.9050  0.00
37 H -3.6245 -1.4153 0.5962  0.00
38 C -4.4071 1.1616 -1.3289  0.00
39 S -2.6658 1.0038 -1.3374  0.00
40 O -2.2312 -0.2398 -1.9706  0.00
41 O -2.0962 2.1994 -1.9089  0.00
42 O -2.2218 0.8548 0.1292  -0.01
43 H -4.6736 1.6626 -2.2575  0.00
44 H -4.6929 1.7696 -0.4735  0.00
45 H -4.8603 0.1744 -1.2774  0.00

ΔE to the lowest compared entry with this formula, charge and spin: 0.00 kcal/mol
Spin multiplicity: 3
Kohn-Sham gap (spin up / spin down): 8.54 / 9.33 eV
Total charge: +2
Maximum force: 0.344 eV/A


[3]
# C42H56AsGeIrN2O2P2S

A structure of composition C42H56AsGeIrN2O2P2S (the ωB97M-V functional and the def2-TZVPD basis, the Open Molecules 2025 dataset).

Last column: Löwdin charge in e.
Atoms and positions in Å:
1 Ir 0.0530 -0.7554 1.0315  0.93
2 C 1.7003 -3.4159 -0.4161  -0.21
3 P -0.0831 -3.5835 -0.1649  1.07
4 C -1.1980 -2.1761 0.2514  -0.61
5 N -2.3112 -1.8067 -0.4593  0.15
6 C -3.3303 -1.3761 0.2376  -0.19
7 C -4.5096 -0.9277 -0.4559  -0.01
8 C -5.6119 -0.5672 0.2273  -0.03
9 C -5.6546 -0.6358 1.6692  -0.04
10 C -4.5927 -1.0573 2.3800  0.00
11 C -3.3726 -1.4373 1.7154  -0.20
12 N -2.3897 -1.9272 2.4204  0.09
13 C -1.2481 -2.2455 1.7196  -0.71
14 P -0.2936 -3.7258 2.0732  1.02
15 C 1.0974 -3.4443 3.1787  -0.18
16 C -1.2850 -5.1184 2.7140  -0.69
17 C -1.7430 -4.7276 4.1297  -0.06
18 C -0.4108 -6.3786 2.7477  -0.07
19 C -2.4825 -5.3412 1.7978  -0.06
20 C -0.7358 -4.4328 -1.7126  -0.63
21 C -2.1355 -5.0193 -1.6254  -0.07
22 C -0.7076 -3.2324 -2.6877  -0.06
23 C 0.2575 -5.5144 -2.1498  -0.08
24 H 1.9292 -2.9218 -1.3544  0.06
25 H 2.1090 -4.4291 -0.4205  0.07
26 H 2.1244 -2.8396 0.4018  0.04
27 H -4.4583 -0.8899 -1.5355  0.12
28 H -6.4917 -0.2228 -0.3003  0.12
29 H -6.5697 -0.3549 2.1733  0.12
30 H -4.6080 -1.1305 3.4593  0.12
31 H 0.6908 -2.7528 3.9235  0.04
32 H 1.9186 -2.9391 2.6754  0.05
33 H 1.4339 -4.3625 3.6526  0.06
34 H -0.9041 -4.6509 4.8231  0.09
35 H -2.3991 -5.5158 4.5024  0.11
36 H -2.2946 -3.7880 4.1323  0.08
37 H 0.4162 -6.2983 3.4519  0.08
38 H -0.0103 -6.6297 1.7615  0.08
39 H -1.0300 -7.2171 3.0705  0.11
40 H -3.1018 -4.4488 1.6872  0.09
41 H -3.1092 -6.1283 2.2199  0.11
42 H -2.1563 -5.6816 0.8193  0.05
43 H -2.8606 -4.3238 -1.2027  0.08
44 H -2.1554 -5.9585 -1.0788  0.08
45 H -2.4495 -5.2410 -2.6476  0.11
46 H -1.5813 -2.5997 -2.5623  0.07
47 H -0.7043 -3.6568 -3.6939  0.11
48 H 0.1867 -2.6113 -2.6025  0.07
49 H 0.3819 -6.2922 -1.3937  0.09
50 H 1.2330 -5.1090 -2.4125  0.08
51 H -0.1444 -5.9925 -3.0444  0.11
52 C -0.4443 3.0166 2.0322  -0.23
53 As 0.4875 1.9499 3.3143  0.83
54 C 2.3849 2.2176 3.1113  -0.21
55 C 0.0051 2.5566 5.0707  -0.24
56 S -0.1393 -0.1184 3.2763  0.29
57 H -0.1491 4.0579 2.1668  0.05
58 H -1.5154 2.8982 2.1847  0.05
59 H -0.1666 2.6758 1.0396  0.01
60 H 2.5572 2.8525 2.2427  0.02
61 H 2.8596 1.2518 2.9625  0.04
62 H 2.7700 2.6943 4.0109  0.05
63 H 0.3412 3.5852 5.1940  0.05
64 H 0.4862 1.9218 5.8120  0.05
65 H -1.0752 2.5009 5.1833  0.05
66 O 1.0560 -0.7156 -0.8604  -0.12
67 C 1.8066 0.2109 -0.4319  -0.60
68 O 1.4474 0.7383 0.6801  -0.19
69 C 3.0489 0.6631 -1.1208  -0.14
70 C 2.7645 1.5397 -2.3549  -0.22
71 Ge 1.8121 3.2693 -2.1343  1.03
72 C 2.5194 4.2412 -0.5871  -0.26
73 C 1.8669 5.3591 -0.0620  -0.11
74 C 2.3933 6.0558 1.0180  -0.08
75 C 3.5977 5.6577 1.5843  -0.08
76 C 4.2809 4.5747 1.0501  -0.09
77 C 3.7424 3.8756 -0.0238  -0.13
78 C 2.1123 4.2823 -3.7669  -0.28
79 C 1.0699 4.5692 -4.6437  -0.10
80 C 1.3088 5.2888 -5.8075  -0.08
81 C 2.5919 5.7254 -6.1016  -0.07
82 C 3.6383 5.4474 -5.2315  -0.08
83 C 3.3976 4.7312 -4.0686  -0.11
84 C -0.1129 2.8691 -1.9891  -0.27
85 C -1.0014 3.6552 -1.2549  -0.12
86 C -2.3612 3.3836 -1.2289  -0.08
87 C -2.8646 2.3068 -1.9401  -0.08
88 C -2.0015 1.5102 -2.6794  -0.08
89 C -0.6434 1.7952 -2.7073  -0.11
90 H 3.6075 -0.2249 -1.4276  0.13
91 H 3.6331 1.1935 -0.3720  0.10
92 H 2.1615 0.9682 -3.0641  0.07
93 H 3.7076 1.7314 -2.8681  0.08
94 H 0.9569 5.7271 -0.5198  0.09
95 H 1.8773 6.9280 1.3995  0.11
96 H 4.0172 6.2102 2.4149  0.11
97 H 5.2410 4.2831 1.4573  0.11
98 H 4.3127 3.0548 -0.4437  0.09
99 H 0.0619 4.2365 -4.4212  0.09
100 H 0.4923 5.5103 -6.4824  0.11
101 H 2.7775 6.2887 -7.0066  0.11
102 H 4.6385 5.7931 -5.4571  0.11
103 H 4.2213 4.5365 -3.3887  0.10
104 H -0.6413 4.5125 -0.7028  0.08
105 H -3.0294 4.0278 -0.6704  0.11
106 H -3.9268 2.1063 -1.9336  0.10
107 H -2.3869 0.6779 -3.2570  0.10
108 H -0.0013 1.1766 -3.3227  0.10

ΔE to the lowest compared entry with this formula, charge and spin: 22.95 kcal/mol
Kohn-Sham gap: 6.39 eV
Total charge: +2
Maximum force: 0.728 eV/A


[4]
# C20H40BBr16ClFO2

A cluster of 9 separate species, C20H40BBr16ClFO2 in total (the ωB97M-V functional and the def2-TZVPD basis, the Open Molecules 2025 dataset).

Last column: Löwdin charge in e.
Atoms and positions in Å:
1 F 4.2129 2.6359 1.1232  -0.13
2 C 2.8036 2.4687 0.9816  -0.20
3 C 2.5135 1.2603 0.1250  -0.10
4 C 1.0862 0.6852 0.2535  -0.31
5 C 0.3939 0.7956 1.6382  -0.19
6 O -0.6320 1.7224 1.4988  -0.07
7 B -0.8366 2.0252 0.0927  -1.06
8 Cl -0.6211 4.0080 -0.1882  0.29
9 O 0.2569 1.3868 -0.6291  -0.10
10 H 2.4452 3.3894 0.5261  0.05
11 H 2.4165 2.3959 1.9932  0.11
12 H 3.2706 0.4929 0.3076  0.12
13 H 2.6027 1.5651 -0.9172  0.12
14 H 1.1282 -0.3854 0.0040  0.11
15 H 1.0736 1.0495 2.4587  0.11
16 H -0.0170 -0.1907 1.9020  0.08
17 H -1.9527 1.7769 -0.2983  0.03
18 Br 0.1241 -3.3010 2.3363  0.67
19 C 0.3127 -4.8414 1.1674  -0.75
20 C 1.6577 -4.8582 0.4878  -0.70
21 Br 1.6966 -3.5277 -0.9226  0.62
22 H -0.4947 -4.7737 0.4463  -0.02
23 H 0.1706 -5.7182 1.7946  0.04
24 H 1.8380 -5.8220 0.0151  0.04
25 H 2.4629 -4.6312 1.1801  0.05
26 Br 0.7257 7.7600 0.0053  0.61
27 C 1.4988 7.8142 1.7803  -0.70
28 C 2.9896 7.5835 1.7540  -0.69
29 Br 3.4296 5.7211 1.4581  0.78
30 H 0.9819 7.0616 2.3686  0.05
31 H 1.2868 8.8061 2.1741  0.05
32 H 3.4377 7.8443 2.7106  0.06
33 H 3.4637 8.1541 0.9610  0.05
34 Br -3.3648 -4.9052 0.7109  0.67
35 C -3.6610 -3.1175 1.4257  -0.66
36 C -4.3976 -3.1522 2.7355  -0.68
37 Br -6.2841 -3.5764 2.5078  0.62
38 H -4.1979 -2.5677 0.6596  0.06
39 H -2.6706 -2.6889 1.5653  0.02
40 H -4.3643 -2.1732 3.2079  0.07
41 H -3.9948 -3.9018 3.4091  0.05
42 Br 7.0004 5.5726 3.6842  0.58
43 C 6.6471 4.3022 2.2505  -0.72
44 C 7.0976 2.9091 2.5843  -0.70
45 Br 9.0342 2.7005 2.5008  0.58
46 H 7.1390 4.6952 1.3664  0.06
47 H 5.5714 4.3077 2.1054  -0.05
48 H 6.6865 2.2109 1.8597  0.05
49 H 6.8038 2.6171 3.5873  0.05
50 Br 0.3627 -7.7875 -3.6312  0.61
51 C -1.3069 -7.7150 -2.6455  -0.69
52 C -1.1398 -7.0775 -1.2916  -0.70
53 Br -0.2295 -8.2493 -0.0343  0.63
54 H -1.6672 -8.7363 -2.5693  0.05
55 H -1.9914 -7.1226 -3.2481  0.06
56 H -2.1106 -6.8627 -0.8501  0.00
57 H -0.5509 -6.1660 -1.3487  0.03
58 Br -8.5908 -3.0265 8.1661  0.60
59 C -9.4051 -2.6068 6.4536  -0.71
60 C -8.3836 -2.3894 5.3683  -0.74
61 Br -7.4744 -0.6851 5.5403  0.61
62 H -10.0189 -1.7258 6.6131  0.05
63 H -10.0358 -3.4575 6.2060  0.06
64 H -8.8706 -2.3708 4.3960  0.05
65 H -7.6128 -3.1531 5.3695  0.02
66 Br 0.9935 -1.5381 -4.0508  0.57
67 C -0.0857 -0.1042 -4.8115  -0.71
68 C -0.6225 0.8441 -3.7753  -0.69
69 Br -2.1001 0.1041 -2.7733  0.67
70 H -0.8905 -0.5899 -5.3559  0.05
71 H 0.5783 0.4027 -5.5064  -0.01
72 H -1.0199 1.7289 -4.2677  0.02
73 H 0.1139 1.1432 -3.0315  0.05
74 Br 2.8400 1.0710 -7.9219  0.62
75 C 1.9541 2.5544 -8.8055  -0.71
76 C 1.4439 3.5747 -7.8200  -0.69
77 Br -0.1110 2.9291 -6.8611  0.69
78 H 1.1465 2.1253 -9.3906  0.05
79 H 2.6920 3.0038 -9.4662  0.06
80 H 1.1343 4.4794 -8.3381  0.06
81 H 2.1881 3.8179 -7.0676  0.05

Kohn-Sham gap: 6.90 eV
Total charge: -1
Maximum force: 0.552 eV/A